(1)
Density functional theory data (the ωB97M-V functional and the def2-TZVPD basis) for C15H38Cl2O3P2Ru as an isolated structure.

XYZ file:
```
61
C15H38Cl2O3P2Ru, DFT the ωB97M-V functional and the def2-TZVPD basis
Ru -0.82673 -0.11907 1.45460
Cl -0.01306 1.26921 -0.15642
Cl -2.14675 -1.90986 1.89475
H -1.51562 0.94994 2.47338
H 0.57970 0.44197 1.95427
P -0.02371 0.08373 -3.41098
C 1.69128 -0.46325 -3.95007
C -1.17548 -0.78919 -4.63184
C 0.00578 1.87008 -3.98089
C 2.20755 -1.55149 -2.99873
H 2.30534 0.44034 -3.79414
C 1.80545 -0.88799 -5.41105
H 1.24512 -1.80923 -5.61190
H 2.86013 -1.09066 -5.63744
H 1.47514 -0.11383 -6.11101
H 2.08406 -1.24676 -1.95320
H 3.27719 -1.71248 -3.18389
H 1.69125 -2.50815 -3.15233
H 0.99640 2.20432 -3.62679
C -1.05729 2.70887 -3.25962
C -0.05975 2.04901 -5.49608
H 0.85579 1.71373 -5.99341
H -0.16970 3.11751 -5.72213
H -0.92031 1.53065 -5.93777
H -0.97441 2.59123 -2.17434
H -2.07482 2.44184 -3.57078
H -0.88985 3.76622 -3.50257
C -1.19615 -2.29121 -4.32455
H -0.77596 -0.62779 -5.64637
C -2.58693 -0.20177 -4.53683
H -0.24602 -2.79245 -4.54070
H -1.95705 -2.78491 -4.94436
H -1.44707 -2.46075 -3.26737
H -2.92060 -0.16933 -3.48909
H -3.28556 -0.83110 -5.10508
H -2.66334 0.80608 -4.95924
C 0.43330 3.18284 5.56668
C 0.18326 2.59152 4.20074
O 0.62023 1.20946 4.25226
P -0.19838 -0.01645 3.65276
O -1.42395 -0.24716 4.65632
C -1.43258 0.04346 6.10095
C -0.16239 -0.30469 6.82914
O 0.86829 -1.14979 4.04087
C 0.60526 -2.56208 3.82585
C 1.85787 -3.32555 4.19264
H 0.05562 2.54686 6.37409
H -0.06768 4.14784 5.64661
H 1.51012 3.33578 5.70762
H -0.87180 2.67659 3.89284
H 0.80266 3.10022 3.45145
H -1.71306 1.09991 6.23195
H -2.25288 -0.56242 6.50744
H 0.61929 0.44546 6.67177
H -0.42736 -0.32756 7.89115
H 0.22943 -1.29048 6.55795
H -0.24831 -2.87862 4.44845
H 0.33814 -2.74512 2.77178
H 2.14013 -3.17654 5.23804
H 1.67602 -4.38962 4.02317
H 2.70477 -3.02738 3.57147
```

Molar mass in g/mol: 500.39
E_HOMO (spin up / spin down) in eV: -7.010 / -7.548
Multiplicity: 5
Calculated total energy in eV: -68517.146
Net charge: 0


(2)
Density functional theory data (the ωB97M-V functional and the def2-TZVPD basis) for a 3-piece molecular cluster, C15H38ClINO6PSi overall.

XYZ file:
```
64
C15H38ClINO6PSi, DFT the ωB97M-V functional and the def2-TZVPD basis
C 6.98967 0.75076 -1.82423
C 7.14289 -0.76256 -1.94026
C 6.41437 -1.48080 -0.79132
C 6.73442 -1.29465 -3.32588
C 6.98781 -2.79716 -3.45015
C 5.31896 -0.93293 -3.76548
O 4.34709 -1.85965 -3.25855
Si 2.86292 -1.56998 -2.66188
I 2.76788 0.39913 -1.20773
C 2.32044 -3.07196 -1.66539
N 1.36626 -2.89137 -0.56734
P 1.41755 -1.31002 -4.43861
O -0.01323 -1.09938 -3.60382
Cl 1.79242 0.66139 -4.86564
H 7.42650 1.27534 -2.67633
H 7.48553 1.11094 -0.92031
H 5.94068 1.04580 -1.73859
H 8.21185 -0.98470 -1.86215
H 5.43613 -1.85003 -1.09828
H 6.25536 -0.80949 0.05390
H 6.98373 -2.33650 -0.42493
H 7.38335 -0.80026 -4.05919
H 7.96922 -3.05422 -3.05076
H 6.23435 -3.37137 -2.91273
H 6.95137 -3.11414 -4.49452
H 5.05178 0.06844 -3.41780
H 5.25016 -0.94058 -4.85507
H 1.92178 -3.82219 -2.35989
H 3.23440 -3.52307 -1.26907
H 0.61980 -2.24788 -0.81087
H 1.82513 -2.46083 0.22824
H -0.37004 -1.93043 -3.25536
C -3.23776 0.12213 1.27954
O -3.96705 -0.05935 0.07962
C -4.48016 1.14506 -0.46044
C -3.62311 1.69706 -1.58223
O -2.33185 2.07701 -1.15026
C -1.34163 1.09091 -1.38514
H -2.70474 -0.80697 1.47744
H -2.51718 0.93940 1.19643
H -3.90653 0.33424 2.12161
H -4.58659 1.90012 0.32713
H -5.47633 0.92976 -0.85908
H -4.11315 2.58884 -1.98419
H -3.55438 0.95873 -2.39000
H -1.09235 1.02032 -2.44839
H -1.66515 0.10819 -1.03073
H -0.45087 1.39159 -0.83689
C -6.97975 3.14297 6.56982
O -7.62643 2.07930 5.89770
C -7.50383 2.13429 4.48899
C -6.41834 1.21619 3.96611
O -5.13023 1.58592 4.42297
C -4.67252 0.82380 5.52418
H -6.98204 2.90106 7.63121
H -5.94876 3.26855 6.23027
H -7.51818 4.08565 6.42195
H -7.30591 3.16115 4.16121
H -8.46058 1.82199 4.06015
H -6.41073 1.27288 2.87307
H -6.64078 0.18074 4.24735
H -4.35948 -0.17687 5.20559
H -5.44209 0.72557 6.29327
H -3.81203 1.34409 5.94169
```

Molar mass in g/mol: 549.89
E_HOMO in eV: -8.516
Structure (SMILES): CC(C)[C@@H](C)CO[Si@](I)(CN)P(O)Cl.COCCOC.COCCOC
Calculated total energy in eV: -67736.920
Net charge: 0


(3)
Density functional theory data (the ωB97M-V functional and the def2-TZVPD basis) for a 6-piece molecular cluster, C15H38F3N5O7 overall.

XYZ file:
```
68
C15H38F3N5O7, DFT the ωB97M-V functional and the def2-TZVPD basis
O -0.84463 2.28793 0.16050
H -0.12606 1.65172 0.13815
H -0.51935 3.19101 0.14541
H -1.27888 2.06249 0.98645
O 4.52917 0.56609 -3.59242
H 4.17840 -0.03348 -2.92979
H 4.48524 1.36141 -3.05657
H 5.41542 0.23834 -3.76194
C 1.07121 7.02661 -1.71641
O 0.07746 7.00526 -0.68332
O 1.84578 5.90229 -1.49739
C 0.41615 7.22048 -3.19080
F -0.27058 8.32974 -3.15172
F 1.27442 7.44859 -4.18179
F -0.43213 6.27891 -3.48629
C 0.01250 8.16136 0.22143
C -1.14239 8.01550 1.15768
H -2.06739 8.22118 0.61900
H -1.18196 7.05857 1.67807
H -0.88737 8.83249 1.83265
H 0.11538 9.11427 -0.29770
H 0.90044 8.10121 0.85074
H 1.64599 7.95255 -1.69760
C -0.29812 -2.67327 -3.36532
C -0.29819 -3.79608 -2.26978
C -0.54662 -5.01839 -3.23825
C -0.00019 -6.34211 -2.70536
C 1.45804 -6.21238 -2.46714
C 1.76059 -5.18966 -1.42717
N 0.98045 -3.91287 -1.63606
O 1.51826 -2.70710 -0.89054
C 3.25524 -5.01483 -1.63055
C 1.50401 -5.65903 -0.03479
C -1.44872 -3.81873 -1.29254
H -0.20166 -1.72615 -2.83452
H -1.19050 -2.40795 -3.93222
H 0.55993 -2.75529 -4.03250
H -0.13325 -4.87300 -4.23629
H -1.61621 -4.96457 -3.44117
H -0.03646 -7.08166 -3.50528
H -0.62114 -6.79769 -1.93401
H 1.94368 -5.78017 -3.34204
H 1.87506 -7.19092 -2.22908
H 3.58137 -4.52379 -0.71370
H 3.45461 -4.43562 -2.53213
H 3.80904 -5.93897 -1.79600
H 2.14859 -5.04315 0.59236
H 1.90978 -6.63909 0.21610
H 0.43852 -5.55833 0.17186
H -2.41617 -3.81678 -1.79466
H -1.38941 -2.96125 -0.62221
H -1.41525 -4.70211 -0.65490
C 1.56105 1.73495 5.62660
O 1.02600 2.47587 4.83648
N 2.34123 0.72081 5.23336
N 1.23872 1.61296 6.82821
H 2.57056 -0.05619 5.83649
H 2.43139 0.74816 4.22776
H 1.82093 0.99547 7.37579
H 0.42922 2.00650 7.28640
C -5.99663 0.46384 4.09081
O -5.29539 1.11788 3.37451
N -6.75833 -0.54342 3.88633
N -5.85683 0.68926 5.32153
H -6.76049 -0.89837 2.94076
H -7.10089 -1.06442 4.68088
H -5.12270 1.37304 5.43809
H -6.32987 0.16993 6.04723
```

Molar mass in g/mol: 457.49
E_HOMO in eV: -4.954
Calculated total energy in eV: -46092.589
Net charge: 0


(4)
Density functional theory data (the ωB97M-V functional and the def2-TZVPD basis) for C15H39AlO7S5 as an isolated structure.

XYZ file:
```
67
C15H39AlO7S5, DFT the ωB97M-V functional and the def2-TZVPD basis
C 2.36042 3.47817 -1.96211
C 0.90794 3.49548 -1.51633
O 0.57648 2.27085 -0.93325
Al -0.97002 1.45823 -1.47603
C -1.33050 1.66024 -3.45450
C -2.51474 2.07327 -0.27169
S -3.71683 3.27537 -0.91981
C -2.70987 4.68424 -1.46551
C -2.69624 4.85505 -3.00194
C -0.74697 -0.56340 -1.10536
O -0.23947 -1.27870 -2.02558
O -1.12314 -1.06274 0.02282
H 2.75708 4.48498 -2.10004
H 2.48068 2.95771 -2.91200
H 2.93771 2.93339 -1.22752
H 0.83499 4.28559 -0.75046
H 0.26209 3.78447 -2.35238
H -0.98000 2.58092 -3.92753
H -2.40043 1.57056 -3.63982
H -0.80672 0.84036 -3.94049
H -3.08738 1.17832 -0.04629
H -2.12094 2.42416 0.68215
H -1.69819 4.56497 -1.09687
H -3.11976 5.59277 -1.03551
H -3.01657 5.85653 -3.29243
H -1.68460 4.73729 -3.37244
H -3.35135 4.14212 -3.48017
C 3.57062 -3.88470 -2.44769
S 3.41121 -2.36069 -1.50318
O 4.79703 -1.84006 -1.30715
C 2.93147 -3.15396 0.03304
H 3.89582 -3.61911 -3.45103
H 4.31044 -4.53633 -1.97804
H 2.59889 -4.37571 -2.49594
H 3.70789 -3.85739 0.34277
H 1.97898 -3.66201 -0.11441
H 2.81164 -2.37440 0.78134
C 4.08131 3.72539 3.51080
S 4.46810 3.11822 1.85853
O 4.02826 4.16918 0.91126
C 3.22392 1.82346 1.81886
H 4.72050 4.58343 3.71080
H 3.03439 4.02695 3.55005
H 4.28033 2.94067 4.24161
H 2.23502 2.25834 1.96285
H 3.44278 1.09002 2.59663
H 3.26409 1.34768 0.84088
C -0.97544 -6.29352 0.95273
S -2.32715 -5.12300 0.72363
O -3.42150 -5.88129 0.04584
C -1.51812 -4.06189 -0.44677
H -1.29429 -7.04594 1.67270
H -0.74317 -6.76941 -0.00069
H -0.10337 -5.76348 1.33647
H -1.20721 -4.62025 -1.33163
H -0.66014 -3.59524 0.03535
H -2.20614 -3.27090 -0.73333
C -2.19330 -1.65394 2.58347
S -3.94527 -1.69893 2.97050
O -4.37880 -0.30989 3.27851
C -3.78692 -2.54423 4.55667
H -2.05265 -1.13882 1.62300
H -1.66501 -1.12004 3.37553
H -1.82621 -2.67645 2.49346
H -3.15291 -1.95557 5.22125
H -3.35709 -3.53320 4.39402
H -4.78167 -2.64320 4.98836
```

Molar mass in g/mol: 518.79
E_HOMO in eV: -0.227
Calculated total energy in eV: -91292.006
Net charge: -2


(5)
Density functional theory data (the ωB97M-V functional and the def2-TZVPD basis) for C15H39BClF4GaN2O5SSi3 as an isolated structure.

XYZ file:
```
72
C15H39BClF4GaN2O5SSi3, DFT the ωB97M-V functional and the def2-TZVPD basis
Ga -0.32219 0.14893 -0.13063
C -1.28707 3.43727 -0.38402
O -0.71941 2.28385 0.23538
Si -0.47575 2.06454 1.90247
C -2.11236 2.03553 2.78074
C 0.41810 3.57745 2.53306
C 0.42086 0.42575 1.69327
Si -0.06670 -0.90221 2.96252
C 0.99994 -2.43506 2.90700
C 0.13702 -0.18180 4.69582
C -1.83423 -1.48410 2.75830
Si 2.30182 0.77136 1.61544
C 2.65506 1.92513 0.17137
C 2.92882 1.55649 3.21789
C 3.44682 -0.69292 1.36793
H -0.74586 4.33085 -0.06614
H -2.34328 3.52521 -0.12844
H -1.19497 3.31890 -1.46122
H -2.59024 3.01098 2.65287
H -1.97904 1.87383 3.85247
H -2.79696 1.28763 2.39082
H -0.28356 4.41593 2.51465
H 1.29036 3.85069 1.93931
H 0.73876 3.44997 3.56743
H 2.04555 -2.23109 3.12862
H 0.94820 -2.95652 1.95237
H 0.63044 -3.12120 3.67518
H 1.16112 -0.30866 5.05443
H -0.52092 -0.70885 5.39167
H -0.10470 0.88110 4.76282
H -2.02493 -1.88193 1.76099
H -2.56958 -0.70580 2.95814
H -2.00482 -2.29253 3.47490
H 1.98765 2.78690 0.11173
H 2.58275 1.37705 -0.77216
H 3.68170 2.29454 0.24208
H 3.11359 2.62642 3.12005
H 3.87556 1.08544 3.49171
H 2.24252 1.41306 4.05314
H 3.09899 -1.44002 0.65912
H 3.67668 -1.18868 2.31118
H 4.38679 -0.27633 0.99075
O 0.57972 -3.85060 -0.28058
Cl 0.49444 -2.67793 -1.07022
O 0.17821 -2.98537 -2.43007
O -0.63885 -1.84214 -0.51995
O 1.67727 -1.86754 -0.99112
C -3.45783 -2.29095 -3.60687
C -2.16187 -1.76692 -4.19503
N -1.63975 -0.68153 -3.36779
C -0.39187 -0.26446 -3.39092
S 0.22622 0.87766 -2.23166
N 0.40510 -0.64435 -4.38440
C 1.86638 -0.57140 -4.42399
C 2.44811 -1.91453 -4.82817
H -3.80826 -3.13701 -4.19660
H -4.23021 -1.52379 -3.60024
H -3.30175 -2.62281 -2.58069
H -2.32213 -1.40504 -5.21657
H -1.41350 -2.56135 -4.21711
H -2.26393 -0.24911 -2.70006
H -0.01787 -1.21728 -5.09929
H 2.21010 -0.28439 -3.43347
H 2.16451 0.21233 -5.12286
H 2.19185 -2.67807 -4.09573
H 3.53311 -1.84173 -4.89576
H 2.07825 -2.22935 -5.80713
F -4.02645 1.56177 0.20874
B -3.51457 0.65770 -0.67347
F -2.29231 0.01721 -0.00846
F -3.02466 1.23857 -1.83640
F -4.34001 -0.40471 -0.95913
```

Molar mass in g/mol: 635.79
E_HOMO in eV: -9.684
Calculated total energy in eV: -140325.018
Net charge: 0


(6)
Density functional theory data (the ωB97M-V functional and the def2-TZVPD basis) for a 6-piece molecular cluster, C15H39N3O6S3 overall.

XYZ file:
```
66
C15H39N3O6S3, DFT the ωB97M-V functional and the def2-TZVPD basis
C -7.78987 -10.16702 17.61549
C -6.68831 -9.37422 18.33819
O -6.58328 -8.17598 18.15754
N -5.96809 -10.09281 19.21463
C -5.07140 -9.51001 20.20115
H -7.54520 -10.36851 16.56753
H -8.69136 -9.55770 17.57474
H -8.05585 -11.15739 17.99159
H -6.16606 -11.07393 19.27153
H -4.04193 -9.43216 19.86909
H -5.26477 -10.01067 21.14886
H -5.43604 -8.50036 20.41156
C -7.20246 -10.56112 11.58719
C -8.24127 -10.08714 12.59436
O -7.91259 -9.86578 13.75228
N -9.49401 -10.01394 12.09640
C -10.59135 -9.54240 12.93310
H -7.16703 -9.89970 10.71380
H -7.27805 -11.59745 11.25241
H -6.18643 -10.52061 11.98202
H -9.60005 -10.10934 11.10442
H -10.70046 -10.24209 13.76533
H -11.55080 -9.58248 12.42583
H -10.38425 -8.56114 13.35421
C -8.28503 -5.70840 12.04227
C -8.84722 -5.74324 13.47937
O -9.62116 -4.88650 13.90185
N -8.44374 -6.79231 14.20017
C -8.70619 -6.98550 15.62432
H -9.15762 -5.78231 11.39252
H -7.65522 -6.59020 11.94207
H -7.75831 -4.77956 11.86041
H -7.87259 -7.51505 13.79644
H -9.79384 -7.03356 15.72310
H -8.31230 -6.22581 16.29192
H -8.34627 -7.97556 15.88135
C -8.30200 -2.50770 15.54940
S -7.89823 -2.12719 17.31083
O -9.24375 -2.17942 17.98283
C -6.97186 -3.64377 17.69638
H -9.36273 -2.67966 15.37794
H -7.82234 -3.43632 15.24199
H -7.97423 -1.67593 14.92650
H -6.65525 -3.52184 18.73826
H -6.01510 -3.62911 17.17259
H -7.55731 -4.55577 17.62885
C -9.11174 -2.67192 10.06883
S -8.94065 -2.19163 11.83842
O -8.38083 -0.79815 11.84984
C -10.71163 -2.06665 12.14805
H -9.55367 -3.66830 10.10455
H -8.11551 -2.76827 9.64040
H -9.68529 -1.93825 9.50997
H -11.16972 -1.30721 11.50886
H -10.86529 -1.79231 13.18851
H -11.24165 -2.98657 11.89838
C -12.65885 -5.01987 16.22091
S -12.36099 -6.09025 17.66308
O -11.88173 -7.39190 17.07098
C -10.88229 -5.18953 18.22725
H -13.07921 -4.05364 16.50263
H -13.39357 -5.57131 15.63821
H -11.71386 -4.85751 15.70417
H -11.15853 -4.16873 18.49634
H -10.16189 -5.11219 17.41515
H -10.47318 -5.70703 19.09120
```

Molar mass in g/mol: 453.69
E_HOMO in eV: -8.514
Calculated total energy in eV: -65447.168
Net charge: 0